# 1
{
  "formula": "C6H10O4",
  "method": "wB97M-V/def2-TZVPD",
  "symbols": ["O", "O", "O", "O", "C", "C", "C", "C", "C", "C", "H", "H", "H", "H", "H", "H", "H", "H", "H", "H"],
  "positions_angstrom": [[1.82, 1.94, -1.35], [0.91, -1.36, -1.58], [2.87, 0.42, -0.07], [-1.44, -1.07, -0.12], [-1.12, -2.19, 0.67], [0.68, -0.41, -0.92], [1.83, 0.87, -0.79], [-0.09, 0.59, 1.28], [-0.44, 0.14, -0.14], [-1.20, 1.18, -0.95], [-0.59, 2.06, -1.13], [-1.10, -1.95, 1.74], [0.32, 1.59, 1.26], [-1.01, 0.58, 1.87], [-0.16, -2.64, 0.39], [-1.51, 0.76, -1.91], [-1.91, -2.92, 0.50], [0.63, -0.08, 1.75], [3.61, 1.05, -0.11], [-2.10, 1.45, -0.39]],
  "total_energy_ha": -535.5404,
  "e_homo_ha": -0.345,
  "smiles": "COC(C)(C)C(=O)C(=O)O",
  "e_above_lowest_kj_mol": 146.2
}

# 2
{
  "formula": "C2H8O2",
  "method": "wB97M-V/def2-TZVPD",
  "symbols": ["O", "O", "C", "C", "H", "H", "H", "H", "H", "H", "H", "H"],
  "positions_angstrom": [[2.97, 0.72, 3.43], [-2.79, 0.00, -3.19], [2.81, 0.73, 2.00], [-2.83, -0.78, -2.09], [3.19, -0.23, 1.64], [-3.72, 0.16, -3.36], [3.41, 1.52, 1.54], [1.76, 0.79, 1.71], [3.66, 0.11, 3.70], [-3.25, -0.21, -1.26], [-1.83, -1.13, -1.82], [-3.39, -1.68, -2.31]],
  "total_energy_ha": -231.4238,
  "e_homo_ha": -0.381,
  "smiles": "CO.CO",
  "e_above_lowest_kj_mol": 101.1
}

# 3
{
  "formula": "C4H9FN2O",
  "method": "wB97M-V/def2-TZVPD",
  "symbols": ["F", "O", "N", "N", "C", "C", "C", "C", "H", "H", "H", "H", "H", "H", "H", "H", "H"],
  "positions_angstrom": [[-2.23, -1.45, -0.63], [-1.36, 1.21, -1.26], [2.14, -0.71, -0.75], [0.81, -0.45, -0.94], [-1.23, 0.75, 0.12], [-2.18, -0.50, 0.54], [0.24, 0.22, 0.31], [2.94, -0.15, 0.16], [0.45, -1.61, -0.75], [-3.24, -0.06, 0.46], [-0.76, 0.53, -1.57], [2.66, 0.68, 0.77], [3.96, -0.17, -0.18], [-1.39, 1.81, 0.49], [-1.99, -0.88, 1.56], [0.54, -0.36, 1.19], [0.62, 1.16, 0.48]],
  "total_energy_ha": -442.2415,
  "e_homo_ha": -0.355,
  "smiles": "C=NNC[C@@H](O)CF",
  "e_above_lowest_kj_mol": 422.3
}

# 4
{
  "formula": "C6H8N3S",
  "method": "wB97M-V/def2-TZVPD",
  "symbols": ["S", "N", "N", "N", "C", "C", "C", "C", "C", "C", "H", "H", "H", "H", "H", "H", "H", "H"],
  "positions_angstrom": [[-3.65, -1.73, -0.13], [0.95, 0.82, -0.51], [0.60, -1.18, 0.28], [-1.92, 2.87, 0.00], [-2.13, 0.39, 0.44], [2.07, -1.12, 0.25], [-1.98, 1.74, 0.21], [-2.89, -0.27, -0.50], [2.38, 0.30, -0.23], [0.08, -0.02, -0.01], [2.92, 0.25, -1.28], [2.49, -1.27, 1.31], [0.92, 1.80, -0.85], [2.81, 0.89, 0.51], [-3.35, 0.33, -1.26], [-0.03, -1.75, 0.78], [2.50, -1.92, -0.33], [-1.75, -0.14, 1.34]],
  "total_energy_ha": -795.4711,
  "total_charge": 1,
  "e_homo_ha": [-0.498, -0.491],
  "e_above_lowest_kj_mol": 412.3
}

# 5
{
  "formula": "C37H34As2FIrN2O4S2",
  "method": "wB97M-V/def2-TZVPD",
  "symbols": ["Ir", "As", "As", "S", "S", "F", "O", "O", "O", "O", "N", "N", "C", "C", "C", "C", "C", "C", "C", "C", "C", "C", "C", "C", "C", "C", "C", "C", "C", "C", "C", "C", "C", "C", "C", "C", "C", "C", "C", "C", "C", "C", "C", "C", "C", "C", "C", "C", "C", "H", "H", "H", "H", "H", "H", "H", "H", "H", "H", "H", "H", "H", "H", "H", "H", "H", "H", "H", "H", "H", "H", "H", "H", "H", "H", "H", "H", "H", "H", "H", "H", "H", "H"],
  "positions_angstrom": [[-0.18, -0.16, 0.31], [0.69, -2.27, 1.13], [-1.68, -1.56, -0.93], [1.92, -0.33, -6.75], [-1.22, 1.88, -0.21], [-1.64, -0.40, 1.66], [0.61, -0.10, -7.29], [2.43, -1.69, -6.95], [2.95, 0.55, -7.31], [0.86, 1.00, 1.68], [0.27, 2.18, 1.98], [1.57, 0.27, -0.84], [-3.77, -0.30, -2.46], [0.16, -3.26, -4.32], [1.03, -2.75, 5.78], [0.72, 2.77, 3.11], [-1.93, -3.07, 0.28], [3.57, -2.30, 1.11], [-0.56, -3.69, 0.57], [-1.17, 3.98, 1.56], [0.36, -1.66, 5.25], [2.89, -0.52, -4.21], [0.68, 0.76, -3.09], [-5.45, 0.10, -0.28], [-0.88, -3.97, -4.90], [1.60, -3.70, 4.94], [3.82, -3.65, -1.30], [1.52, -3.56, 3.57], [-0.07, -2.53, -3.16], [1.69, 0.26, -2.29], [-5.83, 0.54, -1.54], [4.95, -3.20, -0.64], [-4.99, 0.35, -2.63], [0.77, 0.61, -4.46], [2.43, -2.76, 0.45], [4.83, -2.52, 0.56], [-0.73, 4.61, 2.69], [0.24, 3.99, 3.49], [-1.33, -2.50, -2.58], [1.86, -0.05, -5.01], [2.81, -0.36, -2.84], [2.56, -3.43, -0.76], [-0.67, 2.72, 1.19], [-2.14, -3.96, -4.32], [-2.37, -3.23, -3.16], [-4.23, -0.54, -0.10], [0.85, -2.46, 3.04], [-3.40, -0.76, -1.20], [0.27, -1.51, 3.87], [-0.17, 1.24, -2.64], [-3.92, -0.84, 0.89], [-3.36, -3.22, -2.72], [-0.15, -4.17, -0.32], [-2.95, -4.51, -4.77], [0.61, 4.45, 4.39], [3.92, -4.19, -2.24], [3.74, -1.03, -4.65], [1.14, -3.27, -4.76], [5.71, -2.16, 1.08], [-5.28, 0.70, -3.61], [5.93, -3.37, -1.06], [-6.77, 1.04, -1.68], [2.12, -4.56, 5.36], [-0.03, 0.96, -5.10], [3.48, -1.77, 2.06], [1.10, -2.87, 6.85], [0.74, -2.00, -2.70], [2.29, -0.35, -0.47], [1.69, -3.79, -1.29], [-6.10, 0.27, 0.57], [1.79, 1.19, -0.47], [-2.60, -3.80, -0.17], [-3.12, -0.46, -3.31], [1.47, 2.20, 3.64], [-1.93, 4.42, 0.92], [-2.38, -2.67, 1.19], [-0.71, -4.53, -5.81], [-0.27, -0.67, 3.44], [-0.61, -4.43, 1.37], [3.59, -0.75, -2.20], [1.97, -4.30, 2.92], [-0.09, -0.93, 5.90], [-1.13, 5.58, 2.97]],
  "s2": 0.76,
  "total_energy_ha": -7312.7114,
  "total_charge": 1,
  "spin_multiplicity": 2,
  "e_homo_ha": [-0.393, -0.393],
  "e_above_lowest_kj_mol": 31.7
}

# 6
{
  "formula": "CH3NO",
  "method": "wB97M-V/def2-TZVPD",
  "symbols": ["O", "N", "C", "H", "H", "H"],
  "positions_angstrom": [[1.03, 0.59, 0.28], [-1.05, -0.31, 0.04], [0.26, -0.14, -0.31], [0.55, -0.73, -1.19], [-1.39, 0.13, 0.90], [-1.61, -1.08, -0.33]],
  "total_energy_ha": -169.9072,
  "e_homo_ha": -0.372,
  "smiles": "NC=O",
  "e_above_lowest_kj_mol": 1.1
}